ORCA calculation (wB97M-V/def2-TZVPD) on a cluster of 4 separate species, C10H24Br4O6S2 in total.

Values from the calculation:
- LUMO level (eV) = 0.2
- HOMO-LUMO gap (eV) = 10.07
- total charge = 0
- structure (SMILES) = CCOS(C)(=O)=O.CCOS(C)(=O)=O.BrCCBr.BrCCBr

CARTESIAN COORDINATES (ANGSTROEM)
C -0.07 1.31 -1.55
C -0.15 0.46 -0.31
O -0.28 -0.94 -0.71
S -1.47 -1.80 -0.13
C -2.75 -1.50 -1.30
O -1.05 -3.15 -0.26
O -1.86 -1.28 1.14
H -0.74 0.89 -2.30
H 0.95 1.45 -1.90
H -0.43 2.32 -1.32
H 0.77 0.48 0.27
H -0.94 0.69 0.40
H -3.00 -0.44 -1.26
H -3.60 -2.08 -0.93
H -2.40 -1.84 -2.27
C 0.89 1.15 3.75
C 2.00 0.13 3.66
O 3.22 0.82 3.38
S 4.56 0.11 3.85
C 4.46 0.27 5.61
O 4.48 -1.27 3.52
O 5.59 0.93 3.34
H -0.08 0.75 4.02
H 0.79 1.74 2.83
H 1.09 1.88 4.54
H 2.01 -0.43 4.60
H 1.79 -0.61 2.88
H 3.89 1.15 5.87
H 5.47 0.36 6.00
H 4.00 -0.65 5.97
Br -3.73 2.40 -1.70
C -3.18 3.43 -3.25
C -4.02 4.67 -3.35
Br -3.57 5.56 -5.02
H -3.32 2.80 -4.12
H -2.13 3.66 -3.08
H -3.92 5.40 -2.55
H -5.07 4.40 -3.45
Br 0.88 -6.17 -2.39
C 0.83 -4.26 -2.66
C -0.42 -3.81 -3.37
Br -0.30 -4.20 -5.27
H 1.71 -3.99 -3.24
H 0.89 -3.80 -1.68
H -0.50 -2.73 -3.32
H -1.30 -4.27 -2.93

=====

ORCA calculation (wB97M-V/def2-TZVPD) on a cluster of 14 separate species, C34H88O14 in total.

Values from the calculation:
- LUMO level (eV) = 0.1
- HOMO-LUMO gap (eV) = 9.66
- total charge = 0

CARTESIAN COORDINATES (ANGSTROEM)
C 25.44 -14.16 -17.99
C 26.36 -13.29 -17.16
C 27.64 -13.29 -18.01
O 27.14 -13.18 -19.33
C 25.88 -13.87 -19.44
H 24.38 -14.06 -17.74
H 25.61 -15.23 -17.82
H 26.53 -13.69 -16.16
H 26.00 -12.27 -17.07
H 28.21 -14.21 -17.88
H 28.24 -12.41 -17.77
H 25.93 -14.78 -20.03
H 25.23 -13.13 -19.92
C 17.68 -9.72 -19.53
C 18.41 -10.52 -18.46
C 19.77 -9.86 -18.28
O 19.91 -8.99 -19.42
C 18.62 -8.51 -19.71
H 16.67 -9.42 -19.27
H 17.68 -10.23 -20.49
H 18.49 -11.58 -18.73
H 17.84 -10.58 -17.53
H 20.62 -10.55 -18.29
H 19.85 -9.25 -17.37
H 18.61 -8.13 -20.74
H 18.35 -7.66 -19.06
C 26.90 -8.39 -15.97
C 26.67 -9.08 -14.62
C 27.32 -10.48 -14.82
O 28.08 -10.41 -16.02
C 27.39 -9.52 -16.87
H 27.67 -7.62 -15.84
H 26.07 -7.82 -16.39
H 25.61 -9.21 -14.38
H 27.14 -8.59 -13.77
H 26.59 -11.29 -14.94
H 27.95 -10.74 -13.98
H 26.54 -10.00 -17.39
H 28.05 -9.18 -17.66
C 24.86 -10.10 -20.10
C 24.84 -8.58 -19.91
C 26.26 -8.13 -20.31
O 27.03 -9.31 -20.42
C 26.15 -10.34 -20.85
H 23.95 -10.42 -20.62
H 24.84 -10.62 -19.14
H 24.58 -8.30 -18.89
H 24.13 -8.03 -20.53
H 26.70 -7.44 -19.59
H 26.23 -7.64 -21.29
H 26.66 -11.28 -20.61
H 26.05 -10.32 -21.94
O 20.78 -13.27 -12.79
H 20.88 -12.72 -13.59
H 20.94 -14.16 -13.10
O 24.79 -9.59 -10.62
H 24.18 -9.88 -11.31
H 24.85 -10.35 -10.03
O 22.63 -11.74 -11.39
H 22.23 -11.59 -10.53
H 21.99 -12.30 -11.89
O 24.35 -12.87 -13.22
H 24.00 -12.45 -12.42
H 25.26 -13.09 -13.03
C 23.10 -5.68 -18.43
C 22.95 -6.45 -17.14
C 22.66 -5.57 -15.95
O 21.85 -7.38 -17.25
H 23.60 -4.71 -18.30
H 22.10 -5.35 -18.74
H 23.53 -6.25 -19.24
H 23.84 -7.06 -16.94
H 23.55 -5.00 -15.66
H 22.31 -6.13 -15.09
H 21.88 -4.85 -16.20
H 21.78 -7.66 -18.17
C 20.60 -15.45 -17.34
C 19.92 -14.11 -17.60
C 18.43 -14.31 -17.82
O 20.09 -13.29 -16.43
H 20.05 -16.04 -16.62
H 21.65 -15.27 -17.10
H 20.64 -16.02 -18.28
H 20.37 -13.60 -18.46
H 17.83 -13.43 -17.59
H 18.04 -15.11 -17.17
H 18.23 -14.67 -18.83
H 20.92 -12.80 -16.52
C 23.57 -18.50 -14.82
C 23.11 -17.21 -15.49
C 23.26 -16.02 -14.58
O 23.90 -17.02 -16.68
H 23.30 -19.36 -15.44
H 23.04 -18.68 -13.88
H 24.65 -18.45 -14.69
H 22.10 -17.31 -15.89
H 24.31 -15.76 -14.44
H 22.76 -16.20 -13.63
H 22.77 -15.14 -15.02
H 24.82 -16.83 -16.47
C 22.63 -9.87 -14.38
C 22.21 -10.79 -15.51
C 23.20 -10.65 -16.68
O 22.18 -12.16 -15.09
H 21.95 -9.98 -13.53
H 22.70 -8.84 -14.72
H 23.62 -10.19 -14.06
H 21.25 -10.51 -15.94
H 23.27 -9.62 -17.02
H 22.88 -11.24 -17.55
H 24.20 -11.00 -16.42
H 22.97 -12.40 -14.57
C 18.17 -11.45 -14.97
C 17.06 -10.62 -14.34
C 15.93 -11.51 -13.83
O 17.59 -9.86 -13.25
H 18.56 -12.16 -14.24
H 18.95 -10.80 -15.35
H 17.77 -12.05 -15.79
H 16.62 -9.95 -15.08
H 16.22 -11.92 -12.85
H 15.65 -12.31 -14.50
H 15.05 -10.90 -13.59
H 17.73 -10.48 -12.52
C 19.48 -5.95 -11.23
C 19.45 -6.34 -12.71
C 20.58 -7.27 -13.08
O 18.19 -7.01 -12.96
H 20.49 -5.76 -10.87
H 19.10 -6.80 -10.65
H 18.84 -5.09 -11.04
H 19.38 -5.43 -13.30
H 21.53 -6.97 -12.62
H 20.69 -7.34 -14.16
H 20.40 -8.27 -12.66
H 18.39 -7.95 -12.97

=====

ORCA calculation (wB97M-V/def2-TZVPD) on a cluster of 2 separate species, BrH2NO2S in total.

Values from the calculation:
- LUMO level (alpha / beta) (eV) = 0.6 / -4.1
- HOMO-LUMO gap (alpha / beta) (eV) = 10.74 / 6.79
- spin multiplicity = 3
- total charge = 0

CARTESIAN COORDINATES (ANGSTROEM)
N -0.55 0.60 0.07
O -0.93 -1.52 -1.22
O -0.42 -1.57 1.24
S -0.15 -1.00 -0.07
Br 3.14 1.15 -0.23
H -0.16 1.16 -0.68
H -0.92 1.17 0.88

=====

ORCA calculation (wB97M-V/def2-TZVPD) on an isolated molecule of C25H22F3NO3S.

Values from the calculation:
- LUMO level (eV) = -0.7
- HOMO-LUMO gap (eV) = 7.21
- total charge = 0
- structure (SMILES) = CCCCN1c2ccccc2Sc2ccc(COC(F)(F)F)c(OC(=O)c3ccccc3)c21

CARTESIAN COORDINATES (ANGSTROEM)
C 4.56 2.08 2.93
C 3.25 2.84 2.22
C 2.43 1.60 1.45
C 0.97 2.04 0.87
N -0.22 1.49 1.53
C -0.56 1.88 2.90
C 0.48 1.94 4.22
C -0.01 2.40 5.74
C -1.56 2.86 6.07
C -2.61 2.79 4.78
C -2.12 2.32 3.29
S -3.35 2.20 1.85
C -2.71 0.66 0.91
C -3.79 -0.37 0.25
C -3.28 -1.70 -0.56
C -1.64 -1.90 -0.69
C -1.18 -3.28 -1.53
O -1.74 -3.34 -2.89
C -1.33 -4.58 -3.56
F -1.75 -4.52 -5.01
F -1.98 -5.81 -3.00
F 0.17 -4.75 -3.60
C -0.53 -0.84 -0.04
O 0.91 -1.08 -0.22
C 1.40 -0.65 -1.54
O 2.62 -0.05 -1.57
C 0.69 -0.87 -2.99
C 1.50 -1.85 -4.08
C 0.94 -2.24 -5.57
C -0.52 -1.66 -6.08
C -1.31 -0.65 -5.04
C -0.73 -0.24 -3.52
C -1.05 0.49 0.84
H 5.13 2.77 3.69
H 4.18 1.08 3.45
H 5.33 1.72 2.10
H 2.62 3.34 3.06
H 3.68 3.59 1.42
H 3.19 1.19 0.65
H 2.25 0.71 2.22
H 0.91 1.81 -0.30
H 0.93 3.23 0.94
H 1.60 1.62 4.10
H 0.79 2.41 6.62
H -1.93 3.22 7.15
H -3.76 3.08 4.94
H -4.94 -0.11 0.39
H -4.08 -2.44 -0.99
H 0.01 -3.22 -1.55
H -1.44 -4.21 -0.85
H 2.55 -2.30 -3.77
H 1.58 -2.96 -6.26
H -0.90 -1.99 -7.14
H -2.35 -0.22 -5.42
H -1.31 0.47 -2.79

=====

ORCA calculation (wB97M-V/def2-TZVPD) on the ion C22H29ClF3INO6 with charge +1.

Values from the calculation:
- LUMO level (eV) = -5.0
- HOMO-LUMO gap (eV) = 6.72
- total charge = +1
- structure (SMILES) = CC[C@@H](Cl)[n+]1c(C)c(CCC(=O)O)c(C(=O)OC[C@@H](C)I)c(CCC(F)(F)F)c1CCC(=O)O

CARTESIAN COORDINATES (ANGSTROEM)
C -2.54 1.50 4.64
C -2.03 1.97 3.18
C -0.41 1.79 3.00
Cl 0.33 0.71 4.31
N -0.04 1.34 1.61
C 0.72 2.20 0.69
C 1.27 3.65 1.12
C 1.06 1.79 -0.78
C 1.83 2.69 -1.84
C 0.80 3.44 -2.86
C -0.22 4.42 -2.13
O -0.33 5.59 -2.60
O -1.06 4.10 -1.02
C 0.57 0.39 -1.33
C 0.86 -0.05 -2.86
O -0.16 -0.11 -3.60
O 2.17 -0.38 -3.29
C 2.24 -1.84 -3.52
C 2.55 -2.65 -2.16
C 1.88 -4.11 -2.13
I 4.69 -2.91 -1.87
C -0.19 -0.50 -0.31
C -0.70 -1.94 -0.84
C -2.25 -1.71 -1.27
C -3.16 -3.01 -1.13
F -2.74 -3.94 -0.15
F -3.39 -3.61 -2.41
F -4.46 -2.55 -0.70
C -0.47 0.01 1.15
C -1.26 -1.05 2.04
C -0.35 -2.32 2.53
C 1.21 -2.14 2.29
O 1.81 -2.38 1.19
O 2.08 -1.74 3.36
H -3.60 1.95 4.77
H -2.68 0.36 4.69
H -1.91 1.91 5.50
H -2.61 1.34 2.42
H -2.30 3.07 3.06
H 0.00 2.83 3.25
H 1.55 3.70 2.24
H 2.22 3.96 0.57
H 0.41 4.42 1.00
H 2.54 3.47 -1.41
H 2.49 2.03 -2.53
H 1.41 4.06 -3.62
H 0.28 2.62 -3.49
H -1.52 3.26 -1.29
H 3.14 -2.00 -4.22
H 1.31 -2.20 -4.06
H 2.11 -2.05 -1.28
H 1.45 -4.27 -1.07
H 0.98 -4.11 -2.85
H 2.62 -4.96 -2.37
H -0.54 -2.78 -0.09
H -0.16 -2.27 -1.80
H -2.31 -1.27 -2.34
H -2.65 -0.88 -0.58
H -2.10 -1.52 1.40
H -1.76 -0.65 2.97
H -0.67 -3.29 2.03
H -0.52 -2.46 3.66
H 2.54 -0.90 3.13

=====

ORCA calculation (wB97M-V/def2-TZVPD) on a structure of composition C28H21BrNO2RuS2SbTe.

Values from the calculation:
- LUMO level (alpha / beta) (eV) = -7.1 / -8.4
- HOMO-LUMO gap (alpha / beta) (eV) = 6.74 / 5.62
- spin multiplicity = 5
- total charge = +2

CARTESIAN COORDINATES (ANGSTROEM)
Ru -0.62 -1.24 0.06
Br -2.64 -0.26 2.82
C -3.62 -0.91 1.34
C -5.00 -0.91 1.35
C -5.65 -1.38 0.21
C -4.90 -1.84 -0.87
C -3.53 -1.79 -0.77
N -2.90 -1.34 0.32
C -2.63 -2.27 -1.88
O -3.05 -2.77 -2.88
O -1.33 -2.09 -1.61
H -5.55 -0.55 2.21
H -6.73 -1.40 0.18
H -5.36 -2.22 -1.77
S -1.01 0.72 -1.14
Sb 1.04 1.88 -0.84
C 1.73 0.35 0.42
C 2.80 -0.49 0.18
C 3.01 -1.61 1.00
C 2.09 -1.92 1.98
C 0.96 -1.11 2.19
C 0.80 0.06 1.45
C 2.03 2.22 -2.62
C 1.36 3.04 -3.52
C 1.97 3.33 -4.73
C 3.23 2.82 -5.02
C 3.89 2.01 -4.11
C 3.29 1.70 -2.89
C 0.51 3.64 0.11
C -0.55 3.63 1.01
C -0.92 4.82 1.62
C -0.23 5.99 1.31
C 0.82 5.99 0.41
C 1.20 4.81 -0.20
H 3.50 -0.28 -0.62
H 3.88 -2.23 0.86
H 2.24 -2.78 2.61
H 0.31 -1.31 3.03
H 0.09 0.82 1.79
H 0.37 3.44 -3.31
H 1.46 3.96 -5.45
H 3.70 3.06 -5.96
H 4.87 1.61 -4.34
H 3.82 1.08 -2.18
H -1.11 2.72 1.22
H -1.74 4.84 2.32
H -0.53 6.92 1.78
H 1.34 6.91 0.17
H 2.03 4.80 -0.91
Te -0.75 -3.96 0.30
C 0.00 -5.06 1.85
C -0.78 -5.97 2.54
C -0.02 -6.83 3.36
C 1.32 -6.60 3.25
S 1.67 -5.32 2.19
H -1.86 -6.01 2.46
H -0.45 -7.60 3.99
H 2.12 -7.13 3.74

=====

ORCA calculation (wB97M-V/def2-TZVPD) on a structure of composition C44H39N14O3Y.

Values from the calculation:
- LUMO level (eV) = -5.6
- HOMO-LUMO gap (eV) = 7.11
- total charge = +2

CARTESIAN COORDINATES (ANGSTROEM)
Y 0.24 -1.28 -0.31
C -0.94 -4.34 -0.96
N -1.67 -3.07 -1.13
C -2.84 -3.05 -0.25
C -2.52 -2.61 1.15
C -3.64 -2.55 2.10
C -3.55 -1.81 3.20
C -2.25 -1.15 3.52
C -1.05 -1.57 2.66
N -1.34 -2.22 1.40
C -2.07 -2.85 -2.54
C -1.72 -1.42 -2.93
C -2.81 -0.44 -2.85
C -2.74 0.89 -2.72
C -1.59 1.82 -2.72
C 0.18 -0.05 -3.43
N -0.48 -1.27 -3.19
C 0.41 -4.34 -1.63
C 0.95 -5.50 -2.16
C 2.23 -5.47 -2.69
C 2.93 -4.27 -2.69
C 2.31 -3.15 -2.15
N 1.08 -3.19 -1.63
H -1.54 -5.18 -1.35
H -0.81 -4.51 0.11
H -3.36 -4.02 -0.24
H -3.57 -2.32 -0.62
H -4.55 -3.07 1.85
H -4.38 -1.69 3.87
H -2.03 -1.21 4.58
H -0.25 -2.11 3.18
H -3.13 -3.07 -2.69
H -1.49 -3.51 -3.18
H -3.80 -0.88 -2.84
H -3.69 1.40 -2.61
H -1.54 2.37 -1.77
H 0.94 -0.14 -4.20
H 0.37 -6.42 -2.16
H 2.67 -6.36 -3.11
H 3.93 -4.20 -3.09
H 2.82 -2.19 -2.14
O 2.07 -0.38 0.47
N 3.07 -1.04 0.97
N 2.72 -2.21 1.30
O 1.49 -2.60 1.10
C 3.69 -3.15 1.79
C 4.89 -2.69 2.31
C 5.81 -3.62 2.75
C 5.53 -4.98 2.68
C 4.32 -5.42 2.16
C 3.38 -4.50 1.71
H 5.09 -1.63 2.37
H 6.75 -3.28 3.16
H 6.26 -5.70 3.03
H 4.11 -6.47 2.11
H 2.43 -4.82 1.31
C 0.41 3.46 -4.37
N 0.71 2.29 -3.57
C -0.22 1.32 -3.07
N 0.67 0.49 -2.12
C 1.92 1.19 -2.20
N 1.94 2.16 -3.02
C -0.10 4.66 -3.60
C -0.66 5.73 -4.30
C -1.07 6.87 -3.64
C -0.93 6.96 -2.26
C -0.39 5.89 -1.56
C 0.03 4.75 -2.23
C -0.23 5.97 -0.11
N 0.08 6.98 0.62
N 0.17 6.51 1.92
C -0.08 5.25 1.88
O -0.35 4.82 0.62
C -0.09 4.29 2.98
C 0.84 4.43 4.00
C 0.84 3.53 5.05
C -0.09 2.51 5.09
C -1.05 2.39 4.08
C -2.10 1.32 4.21
N -2.08 0.31 3.10
C -0.76 -0.06 2.38
N -0.96 0.34 1.01
C -2.24 0.72 0.97
N -2.98 0.73 2.04
C -1.05 3.28 3.02
H -0.31 3.17 -5.14
H 1.33 3.70 -4.89
H -1.83 2.61 -3.44
H 2.73 0.93 -1.53
H -0.76 5.67 -5.38
H -1.49 7.69 -4.19
H -1.25 7.85 -1.73
H 0.50 3.95 -1.67
H 1.56 5.24 3.96
H 1.57 3.63 5.85
H -0.10 1.81 5.92
H -3.11 1.72 4.19
H -1.95 0.78 5.15
H 0.11 0.37 2.86
H -2.70 1.02 0.03
H -1.80 3.22 2.25

=====

ORCA calculation (wB97M-V/def2-TZVPD) on a structure of composition CI3O3S.

Values from the calculation:
- LUMO level (eV) = 2.0
- HOMO-LUMO gap (eV) = 6.35
- total charge = -1

CARTESIAN COORDINATES (ANGSTROEM)
C -1.78 0.73 -0.92
O -1.52 0.34 -1.99
O 2.43 -2.22 0.42
O 0.43 -1.00 1.13
S 1.89 -1.11 1.21
I -0.87 2.36 0.02
I 2.80 1.02 -0.09
I -3.37 -0.13 0.23